# C54H45GeN5O3S4Tc

C54H45GeN5O3S4Tc as an isolated structure in a non-equilibrium geometry (the ωB97M-V functional and the def2-TZVPD basis, the OMol25 dataset).

```
! wB97M-V def2-TZVPD RIJCOSX def2/J DEFGRID3
* xyz 1 1
Tc 0.910 0.769 1.290
O 1.562 2.499 1.757
C 0.911 3.659 1.970
C 1.607 4.850 1.789
C 0.982 6.058 2.031
C -0.343 6.103 2.471
C -1.022 4.923 2.671
C -0.409 3.688 2.418
C -1.117 2.474 2.741
N -0.746 1.293 2.419
N -1.539 0.265 2.952
C -0.998 -0.871 2.650
O 0.125 -0.989 1.997
C -1.667 -2.130 3.042
C -3.051 -2.176 3.193
C -3.665 -3.369 3.540
C -2.900 -4.511 3.749
C -1.519 -4.461 3.615
C -0.902 -3.272 3.254
H 2.632 4.803 1.443
H 1.532 6.980 1.884
H -0.826 7.052 2.662
H -2.050 4.935 3.017
H -2.024 2.538 3.338
H -3.631 -1.276 3.033
H -4.741 -3.410 3.648
H -3.383 -5.444 4.011
H -0.924 -5.350 3.780
H 0.173 -3.220 3.141
C 2.996 -1.212 5.455
C 2.376 0.020 5.553
C 1.982 0.659 4.390
N 2.167 0.134 3.176
C 2.766 -1.064 3.091
C 3.204 -1.762 4.197
H 3.307 -1.743 6.346
H 2.191 0.485 6.512
H 1.500 1.630 4.418
H 2.869 -1.479 2.094
H 3.684 -2.725 4.076
S -1.352 -5.918 0.377
C -1.025 -4.375 -0.062
S 0.554 -3.650 0.060
C -0.088 -2.148 -0.500
N -1.332 -2.155 -0.771
N -1.863 -3.394 -0.533
C -3.256 -3.544 -0.857
C -3.694 -4.631 -1.590
C -5.038 -4.713 -1.927
C -5.925 -3.715 -1.542
C -5.466 -2.628 -0.808
C -4.127 -2.542 -0.458
S 0.957 -0.720 -0.701
H -2.999 -5.401 -1.894
H -5.391 -5.563 -2.497
H -6.971 -3.787 -1.811
H -6.151 -1.846 -0.502
H -3.752 -1.704 0.116
C 6.904 -3.205 -2.992
C 6.259 -2.214 -2.058
C 5.481 -1.165 -2.553
C 4.887 -0.249 -1.702
C 5.080 -0.386 -0.333
C 5.831 -1.430 0.189
C 6.421 -2.336 -0.680
S 4.314 0.724 0.795
C 5.068 2.257 0.326
O 2.883 0.882 0.284
H 6.877 -2.856 -4.023
H 6.387 -4.166 -2.948
H 7.944 -3.381 -2.715
H 5.344 -1.063 -3.623
H 4.267 0.547 -2.097
H 5.960 -1.529 1.261
H 7.015 -3.150 -0.282
H 4.891 2.429 -0.735
H 6.134 2.196 0.547
H 4.593 3.031 0.928
C -0.122 0.650 -0.277
Ge -1.282 1.266 -1.798
C -0.128 2.697 -2.461
C 0.190 2.815 -3.814
C 0.981 3.866 -4.268
C 1.460 4.812 -3.373
C 1.136 4.716 -2.025
C 0.349 3.665 -1.574
C -2.966 2.005 -1.229
C -3.123 2.459 0.079
C -4.270 3.144 0.461
C -5.274 3.381 -0.467
C -5.131 2.931 -1.773
C -3.982 2.250 -2.154
C -1.447 -0.097 -3.138
C -0.335 -0.508 -3.876
C -0.457 -1.508 -4.833
C -1.690 -2.106 -5.060
C -2.803 -1.705 -4.330
C -2.680 -0.704 -3.376
H -0.188 2.091 -4.526
H 1.215 3.949 -5.323
H 2.075 5.630 -3.728
H 1.489 5.464 -1.324
H 0.091 3.611 -0.521
H -2.349 2.265 0.804
H -4.380 3.496 1.480
H -6.169 3.917 -0.175
H -5.912 3.119 -2.499
H -3.879 1.919 -3.182
H 0.634 -0.051 -3.708
H 0.409 -1.819 -5.405
H -1.785 -2.884 -5.807
H -3.763 -2.179 -4.495
H -3.552 -0.411 -2.801
*
```

The orbital gap comes out at 6.68 eV. The energy above the lowest of the compared OMol25 structures with the same formula, charge and spin is 56.7 kJ/mol. The total energy is -172370.985 eV.

# C2H5NO2S

A 2-piece molecular cluster, C2H5NO2S overall in a non-equilibrium geometry (the ωB97M-V functional and the def2-TZVPD basis, the OMol25 dataset).

```
! wB97M-V def2-TZVPD RIJCOSX def2/J DEFGRID3
* xyz 0 1
C -1.284 -0.340 1.058
C 0.086 -0.341 -1.418
N 1.842 1.028 -0.026
O 1.039 1.388 0.807
O 3.007 0.737 0.012
S -0.980 0.674 -0.516
H -0.791 0.193 1.786
H -1.124 -1.408 0.745
H -2.299 -0.298 1.187
H 0.348 -1.346 -1.171
H 0.156 -0.287 -2.464
*
```

The orbital gap (spin up / spin down) comes out at 8.53 / 6.66 eV. The energy above the lowest of the compared OMol25 structures with the same formula, charge and spin is 595.3 kJ/mol. The total energy is -18569.399 eV.